Entry 1:
C7H6 | ωB97M-V with the def2-TZVPD basis set

Structure (ORCA input):
```
! RIJCOSX wB97M-V def2-TZVPD def2/J DEFGRID3
* xyz 0 1
C 2.053 -0.785 0.260
C 2.286 0.538 -0.380
C 0.803 -1.266 0.309
C 1.780 1.590 -0.959
C -0.441 -0.705 0.087
C -1.490 -0.075 -0.052
C -2.712 0.668 0.054
H 2.937 -1.431 0.570
H 3.283 0.986 -0.795
H 0.794 -2.246 0.678
H -3.631 0.035 0.393
H -2.502 1.493 0.659
H -3.159 1.198 -0.823
*
```

Summary:
* orbital gap: 8.97 eV

Atom charges from the Mulliken analysis, given in e for atoms 1 to 4:
1. C -0.10
2. C -0.02
3. C -0.91
4. C -0.47

Entry 2:
C7H6AuN4O7Te | ωB97M-V with the def2-TZVPD basis set

Structure (ORCA input):
```
! RIJCOSX wB97M-V def2-TZVPD def2/J DEFGRID3
* xyz -1 3
Au 0.228 2.268 -1.730
O -3.579 1.056 -0.421
C -2.386 1.068 -0.673
O -1.851 1.958 -1.432
C -1.550 -0.083 -0.105
C -2.211 -1.278 0.070
C -1.552 -2.379 0.614
C -0.239 -2.310 1.029
C 0.416 -1.100 0.889
C -0.179 0.052 0.307
O 0.482 1.129 0.145
N 1.807 -1.071 1.330
O 2.399 -2.135 1.383
O 2.301 -0.006 1.649
N -2.266 -3.639 0.769
O -3.436 -3.674 0.438
O -1.694 -4.548 1.346
H -3.252 -1.341 -0.211
H 0.271 -3.165 1.446
Te 0.478 3.240 -4.094
N 2.530 3.043 0.219
N 2.386 2.649 -1.158
H 3.435 2.708 0.552
H 1.838 2.480 0.716
H 2.792 1.730 -1.331
H 2.830 3.349 -1.748
*
```

Summary:
* orbital gap (spin up / spin down): 7.14 / 5.91 eV

Atom charges from the Mulliken analysis, given in e for atoms 1 to 4:
1. Au 0.81
2. O -0.67
3. C 0.55
4. O -0.74

Entry 3:
C7H6BaO6S | ωB97M-V with the def2-TZVPD basis set

Structure (ORCA input):
```
! RIJCOSX wB97M-V def2-TZVPD def2/J DEFGRID3
* xyz 2 1
O -0.034 4.089 -1.708
C -0.040 2.950 -1.555
Ba -0.138 -0.092 -0.792
O -0.008 -0.118 -4.859
C -0.039 -0.110 -3.712
C -0.034 -3.034 -1.467
O -0.011 -4.127 -1.842
C -3.002 -0.152 -1.593
O -4.142 -0.091 -1.704
C 2.896 -0.126 -1.456
O 4.014 -0.105 -1.730
C 0.536 1.568 2.503
S -0.782 0.203 2.653
C -0.099 -1.450 2.218
O -1.423 0.467 1.256
H 1.565 1.184 2.622
H 0.292 2.233 3.335
H 0.373 2.123 1.568
H -0.027 -2.190 3.011
H -0.803 -1.890 1.500
H 0.904 -1.332 1.752
*
```

Summary:
* orbital gap: 9.41 eV

Atom charges from the Mulliken analysis, given in e for atoms 1 to 4:
1. O 0.05
2. C -0.07
3. Ba 1.94
4. O 0.05

Entry 4:
C7H6BrFN | ωB97M-V with the def2-TZVPD basis set

Structure (ORCA input):
```
! RIJCOSX wB97M-V def2-TZVPD def2/J DEFGRID3
* xyz 1 1
C -0.634 -1.247 0.207
C 0.522 -1.798 0.482
C -1.986 -1.603 0.344
C -1.865 0.569 -0.339
C -2.763 -0.522 -0.054
C 1.837 -1.883 0.417
C 0.526 0.863 -0.578
N -0.656 0.121 -0.142
F 2.529 -2.351 -0.593
Br -4.626 -0.307 -0.107
H -2.384 -2.381 0.827
H -2.226 1.563 -0.671
H 2.417 -1.604 1.376
H 0.157 1.253 -1.555
H 1.325 0.111 -0.812
H 1.018 1.695 0.124
*
```

Summary:
* orbital gap (spin up / spin down): 7.51 / 7.51 eV
* structure (SMILES): C[N+]1=CC(Br)=CC1=C=CF

Atom charges from the Mulliken analysis, given in e for atoms 1 to 4:
1. C 0.48
2. C 0.24
3. C -0.53
4. C 0.07

Entry 5:
C7H6BrFNO2 | ωB97M-V with the def2-TZVPD basis set

Structure (ORCA input):
```
! RIJCOSX wB97M-V def2-TZVPD def2/J DEFGRID3
* xyz -1 1
C -0.547 -1.312 -0.776
C 0.962 -1.209 -0.994
C -1.224 -0.342 -0.174
C 1.703 -1.747 0.423
C 0.829 1.109 -0.876
C -0.733 1.171 -0.059
C -0.801 1.710 1.340
N 1.396 0.079 -1.322
O 1.928 -2.981 0.342
O 1.781 -0.940 1.330
F -1.434 1.987 -0.931
Br -2.977 -0.678 0.399
H -0.880 -2.374 -0.825
H 1.343 -1.873 -1.659
H 1.120 1.996 -1.240
H -0.053 1.094 1.940
H -1.826 1.574 1.666
H -0.586 2.736 1.417
*
```

Summary:
* orbital gap: 7.40 eV
* structure (SMILES): C[C@@]1(F)C=N[C@@H](C(=O)[O-])C=C1Br

Atom charges from the Mulliken analysis, given in e for atoms 1 to 4:
1. C -0.44
2. C 0.14
3. C -0.20
4. C 0.45

Entry 6:
C7H6BrIN3 | ωB97M-V with the def2-TZVPD basis set

Structure (ORCA input):
```
! RIJCOSX wB97M-V def2-TZVPD def2/J DEFGRID3
* xyz 1 1
C -2.488 -0.918 0.902
C -2.054 0.298 0.420
C -1.657 -2.041 0.714
C -0.766 0.394 -0.167
C 0.065 -0.780 -0.133
C 1.931 0.563 -0.004
C -0.256 1.649 -0.654
N -0.426 -1.950 0.256
N 1.420 -0.662 -0.325
N 3.181 0.825 -0.436
Br 0.486 1.936 -2.357
I -0.645 3.424 0.535
H -3.476 -1.217 1.202
H -2.678 1.318 0.591
H -2.080 -2.964 0.877
H 1.944 -1.495 -0.458
H 3.778 1.629 -0.198
H 3.721 -0.008 -0.763
*
```

Summary:
* orbital gap: 7.34 eV

Atom charges from the Mulliken analysis, given in e for atoms 1 to 4:
1. C -0.64
2. C -0.40
3. C -0.17
4. C 1.09

| no. | maximum force (Eh/bohr) |
| --- | --- |
| 1 | 0.0795 |
| 2 | 0.0225 |
| 3 | 0.0980 |
| 4 | 0.0790 |
| 5 | 0.1081 |
| 6 | 0.0619 |